Density functional theory data (ωB97M-V/def2-TZVPD) for a 2-piece molecular cluster, C4H7NO2 overall.

- Energy: -361.611052 a.u.
- ΔE to the lowest compared entry with this formula, charge and spin: 165.8 kJ/mol
- M: 101.105 g mol⁻¹
- Frontier orbital gap (alpha / beta): 5.9 / 7.5 eV
- Multiplicity: 3
- Charge: 0

Positions of all 14 atoms, in Å:
C -0.19 0.20 -1.28
C 0.92 -0.40 -1.76
C 0.09 0.50 0.07
C -0.84 1.00 1.14
N 1.40 0.04 0.28
O 1.89 -0.58 -0.79
O -0.77 -1.89 0.46
H -1.05 0.47 -1.89
H 1.29 -0.67 -2.70
H -0.64 0.39 2.12
H -1.86 0.78 0.84
H -0.66 2.13 1.29
H 1.91 -0.11 1.10
H -1.51 -1.86 1.11